(1)
Below is a molecular structure, C28H50BrN8O4S2SiW, with properties calculated with the ωB97M-V functional and the def2-TZVPD basis.

Each line ends with the Mulliken spin population.
Cartesian coordinates (Å):
W  -0.2497  -0.2685  -0.0410  2.226
C  2.9915  5.5542  0.0715  0.000
C  3.2987  4.1058  0.0534  0.000
N  4.4684  3.5781  -0.0768  0.001
N  4.2498  2.2315  -0.0855  0.004
C  2.9684  1.9000  0.0263  0.024
S  2.3279  0.3276  0.0231  -0.013
N  2.3396  3.1007  0.1193  0.005
N  0.9678  3.2037  0.2940  0.002
H  3.9265  6.1065  0.0997  0.000
H  2.3914  5.8276  0.9403  0.000
H  2.4463  5.8420  -0.8299  0.000
H  5.0354  1.6050  -0.1673  0.000
H  0.7523  3.3951  1.2670  -0.003
H  0.5983  3.9576  -0.2738  -0.001
C  -0.6910  1.5949  3.4960  -0.024
C  -0.1758  0.2192  3.2816  0.023
N  0.0419  -0.3834  2.1210  -0.042
C  0.5734  -1.6348  2.4097  0.015
C  0.6635  -1.7790  3.7576  0.012
N  0.1822  -0.6073  4.2749  0.010
C  1.0789  -2.8487  4.7248  0.001
O  1.4791  -3.9888  4.2253  0.000
O  0.9971  -2.5928  5.8969  0.000
C  1.0143  -2.5252  1.3042  -0.006
O  1.4972  -3.6106  1.5445  0.021
O  0.8276  -2.0266  0.1075  0.064
H  -1.2781  1.9163  2.6401  0.016
H  0.1371  2.2915  3.6471  0.003
H  -1.3143  1.6345  4.3892  0.001
H  0.1373  -0.4453  5.2742  -0.001
H  1.5422  -3.9788  3.2354  -0.001
C  0.9063  -1.2654  -2.7390  0.016
C  0.9734  -1.2570  -4.2885  0.000
N  0.0364  -0.2795  -4.8270  0.001
C  -1.3214  -0.6149  -4.4332  0.004
C  -1.4337  -0.6730  -2.8838  0.037
N  -0.1264  -0.2750  -2.2649  -0.056
C  0.2367  1.0849  -2.7875  0.052
C  0.3850  1.0413  -4.3336  0.003
H  1.8622  -0.9954  -2.2996  0.000
H  0.6300  -2.2435  -2.3540  -0.001
H  0.7315  -2.2372  -4.6971  0.000
H  1.9741  -0.9910  -4.6260  0.001
H  -1.5841  -1.5772  -4.8709  0.001
H  -1.9982  0.1368  -4.8399  -0.001
H  -1.6662  -1.6819  -2.5482  0.001
H  -2.2063  0.0025  -2.5197  -0.034
H  1.1640  1.3900  -2.3079  -0.047
H  -0.5531  1.7754  -2.4999  0.031
H  1.4086  1.2623  -4.6343  0.001
H  -0.2679  1.7796  -4.7995  -0.001
S  -2.9544  -2.4843  0.3910  0.356
C  -1.8885  -1.4351  0.1467  0.071
C  -5.0586  1.0595  -1.8804  0.006
C  -5.1072  2.5893  -1.7027  -0.003
C  -4.2957  3.2179  -2.8454  -0.001
C  -6.5761  3.0569  -1.8081  0.001
Si  -4.4792  3.1612  -0.0128  0.012
Br  -1.9699  1.7273  -0.0814  0.203
C  -5.2223  2.3855  1.5472  0.001
C  -5.8442  1.0133  1.2495  -0.006
C  -4.1986  2.1709  2.6746  0.003
C  -6.3270  3.3480  2.0346  0.000
C  -3.6738  4.8755  0.1289  0.002
C  -4.7799  5.9048  -0.1902  0.000
C  -3.1413  5.1243  1.5486  -0.002
C  -2.4978  5.1011  -0.8403  -0.011
H  -5.2636  0.8309  -2.9297  0.000
H  -5.8132  0.5508  -1.2874  0.000
H  -4.0815  0.6449  -1.6264  0.001
H  -4.6691  2.8235  -3.7937  0.000
H  -3.2334  2.9722  -2.7684  0.002
H  -4.4090  4.3016  -2.8814  0.000
H  -6.9679  2.7511  -2.7817  0.000
H  -6.6746  4.1431  -1.7368  0.000
H  -7.2092  2.6055  -1.0406  0.000
H  -5.1035  0.3135  0.8570  0.006
H  -6.6809  1.0759  0.5536  0.000
H  -6.2306  0.5998  2.1850  0.000
H  -3.4185  1.4765  2.3628  0.000
H  -4.7233  1.7280  3.5260  0.000
H  -3.7387  3.0956  3.0153  0.000
H  -7.1049  3.5038  1.2819  0.000
H  -5.9312  4.3234  2.3232  0.000
H  -6.8025  2.9106  2.9162  0.000
H  -5.6392  5.8172  0.4800  0.000
H  -5.1370  5.8175  -1.2185  0.000
H  -4.3660  6.9090  -0.0683  0.000
H  -3.9323  5.1178  2.2982  0.000
H  -2.6779  6.1140  1.5775  0.000
H  -2.3843  4.3856  1.8244  0.002
H  -2.8064  5.0972  -1.8815  0.000
H  -1.7244  4.3437  -0.7097  0.014
H  -2.0676  6.0839  -0.6277  0.000

Forces on the atoms, in the same order (eV/Å):
0.6 -0.1 0.2
-0.1 0.0 0.0
-0.1 0.0 0.0
0.1 0.0 0.0
0.1 0.0 0.0
-0.3 0.2 -0.2
0.1 -0.1 0.1
0.1 0.0 0.1
-0.1 0.1 0.0
0.0 0.0 0.0
0.0 0.0 0.0
0.0 0.0 0.0
0.0 -0.1 0.0
0.1 0.0 0.0
0.0 -0.1 -0.1
0.0 0.0 0.1
-0.1 0.1 0.0
-0.1 -0.4 -0.1
0.2 0.1 -0.1
-0.1 -0.1 0.0
0.1 0.0 0.1
0.0 0.2 0.0
0.1 -0.2 -0.1
0.0 -0.1 0.0
-0.1 -0.1 0.4
0.0 0.0 -0.2
-0.2 0.3 0.0
0.0 0.0 0.0
0.0 0.0 0.0
0.0 0.0 0.0
0.0 0.0 0.0
-0.1 0.1 0.1
0.0 -0.1 -0.2
-0.2 0.1 0.1
0.0 0.0 -0.2
0.1 0.0 0.1
0.0 0.0 -0.3
0.0 -0.1 -0.1
0.0 0.0 -0.3
-0.1 -0.2 0.2
0.0 0.0 0.1
0.0 0.0 0.1
0.0 0.0 0.0
0.0 0.0 0.0
0.0 0.0 0.0
0.0 0.0 0.0
0.0 0.0 0.1
0.0 0.0 0.1
0.0 0.0 0.1
0.0 0.0 0.1
0.0 0.0 0.0
0.0 0.0 0.0
-0.1 0.0 0.0
-0.1 -0.2 0.0
-0.1 0.0 0.0
0.1 -0.1 0.0
-0.1 0.0 0.1
0.0 0.1 0.1
0.5 -0.3 0.0
-0.4 0.6 0.0
0.1 -0.1 0.0
-0.1 0.1 0.0
-0.1 0.1 0.0
0.0 0.1 -0.1
0.2 -0.1 0.0
-0.1 -0.1 0.0
-0.1 0.0 0.0
-0.1 0.0 0.0
0.0 0.0 0.0
0.0 0.0 0.0
-0.1 0.0 0.0
0.0 0.0 0.0
0.0 0.0 -0.1
0.0 0.0 0.0
0.0 0.0 0.0
0.0 0.0 0.0
0.0 0.0 -0.1
0.0 0.0 0.0
0.0 0.0 0.0
0.0 0.0 0.0
0.0 0.0 0.0
0.0 0.0 0.0
0.0 -0.1 0.0
0.0 0.0 0.0
0.0 0.0 0.0
0.0 0.0 0.0
0.0 0.0 0.0
0.0 0.0 0.0
0.0 0.0 0.0
0.1 0.0 0.0
0.0 0.0 0.0
0.0 0.1 0.0
0.1 0.0 0.0
0.0 0.1 0.0
0.0 0.0 0.0

HOMO level (spin up / spin down) = -13.3 / -13.3 eV
⟨S²⟩ = 3.777
F_max = 0.014 hartree/bohr
Spin multiplicity = 4
Net charge = +2
LUMO (spin up / spin down) = -0.2144 / -0.2610 Ha

---

(2)
Below is 5 unconnected molecules or ions with the total composition C28H50N2O9 at a distorted geometry, with properties calculated with the ωB97M-V functional and the def2-TZVPD basis.

Each line ends with the Löwdin charge.
Cartesian coordinates (Å):
C  3.0410  -0.5809  3.3681  -0.064
C  4.3382  -0.7137  2.5754  -0.267
O  4.1603  -1.4128  1.3656  -0.141
C  4.2950  -2.8162  1.4526  -0.185
C  2.9784  -3.5543  1.3364  -0.171
O  2.4755  -3.6294  0.0132  -0.042
C  1.9235  -2.4360  -0.4290  -0.239
C  0.7076  -2.0153  0.0983  0.064
C  0.1353  -0.8069  -0.3044  -0.129
C  -1.1801  -0.3690  0.2625  -0.055
C  -2.3155  -0.7549  -0.6837  -0.452
O  -2.0919  -1.2033  -1.7680  0.125
N  -3.6548  -0.5932  -0.2431  -0.133
C  -3.7914  0.2188  0.9727  -0.089
C  -4.2885  -1.9158  -0.0568  -0.051
C  0.8388  -0.0273  -1.2389  -0.028
C  2.0435  -0.4797  -1.7860  -0.065
C  2.5898  -1.6952  -1.3941  0.089
C  2.7540  0.3814  -2.7684  -0.333
O  3.3535  -0.0662  -3.7084  0.133
C  2.6343  1.8280  -2.4997  0.083
C  1.4958  2.2782  -1.9684  -0.116
C  1.3055  3.7325  -1.6074  -0.153
N  2.3520  4.1024  -0.6241  -0.107
C  1.8353  4.9500  0.4604  -0.119
C  0.3880  1.3229  -1.6849  -0.281
O  -0.7616  1.6575  -1.8202  0.139
H  2.8711  -1.4421  4.0113  0.069
H  3.0581  0.2966  4.0094  0.059
H  2.2353  -0.4340  2.6526  0.073
H  5.1278  -1.1429  3.1966  0.112
H  4.6652  0.2924  2.3200  0.117
H  4.7567  -3.1201  2.3961  0.124
H  4.9681  -3.1523  0.6632  0.132
H  2.2623  -3.1149  2.0342  0.118
H  3.1445  -4.5796  1.6617  0.129
H  0.1858  -2.6069  0.8357  0.134
H  -1.1709  0.7139  0.3281  0.115
H  -1.3642  -0.8118  1.2364  0.121
H  -3.2999  1.1751  0.8486  0.085
H  -4.8528  0.3872  1.1278  0.089
H  -3.4083  -0.3031  1.8525  0.079
H  -4.3362  -2.1611  1.0081  0.084
H  -3.7055  -2.6830  -0.5560  0.089
H  -5.3012  -1.9607  -0.4355  0.056
H  3.5175  -2.0496  -1.8129  0.139
H  3.4562  2.4976  -2.7046  0.121
H  1.3744  4.3497  -2.4978  0.123
H  0.3177  3.8014  -1.1516  0.104
H  2.6402  3.2349  -0.1899  0.097
H  2.4587  4.7997  1.3382  0.076
H  1.9306  5.9978  0.1877  0.073
H  0.8079  4.7180  0.7509  0.071
C  6.9532  5.4502  -2.2299  -0.095
C  6.1846  4.1436  -2.3138  -0.326
O  5.1160  4.0949  -1.3729  -0.113
H  7.3535  5.5893  -1.2252  0.073
H  7.7794  5.4687  -2.9426  0.072
H  6.2966  6.2974  -2.4415  0.072
H  6.8380  3.3023  -2.0867  0.111
H  5.7864  4.0024  -3.3256  0.107
H  4.4982  4.8116  -1.5512  0.061
C  4.4324  -0.1992  8.2464  -0.092
C  4.2232  -0.0673  6.7491  -0.329
O  3.3155  0.9942  6.4530  -0.092
H  3.4813  -0.3849  8.7456  0.077
H  5.1164  -1.0169  8.4785  0.074
H  4.8452  0.7234  8.6609  0.073
H  3.7929  -0.9797  6.3401  0.102
H  5.1741  0.1214  6.2386  0.110
H  3.7023  1.8024  6.8032  0.081
C  -9.4095  -3.6702  -0.7166  -0.090
C  -8.2619  -2.9529  -1.4032  -0.307
O  -7.0059  -3.2808  -0.8016  -0.102
H  -9.4404  -3.4132  0.3431  0.074
H  -10.3651  -3.4040  -1.1705  0.073
H  -9.2845  -4.7534  -0.7868  0.071
H  -8.3794  -1.8740  -1.3160  0.114
H  -8.2296  -3.2057  -2.4650  0.095
H  -6.8804  -4.2309  -0.8847  0.085
C  -6.8542  -0.6342  -5.3053  -0.090
C  -7.6336  -1.8898  -5.6484  -0.318
O  -8.7468  -2.0764  -4.7745  -0.096
H  -6.4981  -0.6774  -4.2757  0.075
H  -5.9956  -0.5117  -5.9666  0.075
H  -7.4890  0.2507  -5.3969  0.071
H  -7.0040  -2.7711  -5.5387  0.111
H  -7.9886  -1.8503  -6.6836  0.106
H  -9.3237  -1.3123  -4.8655  0.079

Forces on the atoms, in the same order (eV/Å):
0.3 0.1 -0.1
-0.4 0.7 0.4
0.4 -0.2 -0.1
0.0 -0.1 0.0
0.3 -0.2 0.4
-0.2 0.5 -0.2
0.0 -0.3 0.2
0.0 0.6 -0.3
0.6 -0.1 -0.3
0.1 0.1 -0.6
-0.6 0.5 0.2
0.2 -0.7 -0.6
1.0 -0.2 1.0
-0.4 -0.4 -0.5
-0.2 0.1 -0.1
-0.2 -0.1 0.1
-0.2 -0.6 0.5
-0.4 0.1 -0.1
-0.2 0.2 0.3
0.6 -0.3 -0.4
-0.4 0.2 0.3
0.5 0.5 -0.3
0.2 -0.6 0.5
-0.7 0.0 0.3
0.5 0.0 -0.2
0.4 -0.4 0.0
-0.6 0.2 0.3
-0.3 -0.2 -0.1
0.1 0.1 0.1
-0.2 -0.2 0.0
0.1 -0.2 -0.1
0.1 0.0 -0.3
0.0 0.1 0.2
0.0 0.0 -0.2
-0.2 0.1 -0.1
0.0 -0.2 -0.1
0.1 -0.2 0.1
-0.2 0.2 0.4
0.1 0.0 0.2
0.0 0.2 0.0
-0.1 0.1 0.1
0.1 0.1 0.2
0.1 0.0 0.1
0.0 0.0 -0.2
-0.1 0.2 -0.1
0.1 0.0 0.0
0.1 0.0 -0.3
-0.2 0.2 0.0
-0.2 0.4 -0.2
0.3 0.0 -0.1
0.1 0.0 0.1
-0.3 0.2 0.0
-0.2 0.1 -0.1
0.0 0.0 0.1
-0.2 0.3 0.0
0.5 -0.2 -0.1
0.0 0.0 0.0
0.0 0.0 0.0
0.0 0.0 -0.1
-0.1 0.0 0.0
0.1 0.0 0.0
-0.2 -0.1 0.1
0.0 -0.1 0.0
0.1 0.3 0.2
0.0 -0.2 -0.1
0.0 0.0 0.0
0.0 0.0 0.0
0.1 0.0 0.0
-0.1 0.1 -0.1
0.0 -0.1 0.0
-0.1 0.1 0.0
0.1 0.0 0.1
0.0 -0.4 0.0
-0.2 0.1 0.0
0.0 0.0 0.0
0.0 0.0 0.0
0.0 0.0 -0.1
0.1 0.0 0.0
-0.1 0.1 0.0
0.0 0.0 0.0
0.0 0.0 0.1
-0.1 0.2 0.0
0.1 -0.1 0.0
0.0 0.0 0.0
0.0 0.0 0.0
0.0 0.0 -0.1
-0.1 -0.1 0.0
0.1 -0.1 0.0
0.0 0.0 0.0

HOMO level = -8.8 eV
F_max = 0.027 hartree/bohr
SMILES = CCOCCOc1cc(CC(=O)N(C)C)c2c(c1)C(=O)C=C(CNC)C2=O.CCO.CCO.CCO.CCO
Net charge = 0
LUMO = -0.0169 Ha
Relative energy (zero: lowest compared OMol25 entry of this formula, charge and spin) = 4.917 eV

---

Which of these has the highest net charge?
C28H50BrN8O4S2SiW